This record from the OMol25 dataset describes a molecular structure, C36H60AsCsF6N4O10S5. The level of theory is the ωB97M-V functional and the def2-TZVPD basis.

```
! wB97M-V def2-TZVPD RIJCOSX def2/J DEFGRID3
* xyz 0 1
Cs -20.387 -16.895 8.481
As -21.719 -18.586 5.265
F -21.933 -17.994 3.576
F -21.242 -16.867 5.657
F -21.510 -18.950 7.005
F -22.148 -20.401 5.075
F -20.056 -19.024 4.874
F -23.439 -18.217 5.658
C -20.478 -10.563 7.094
C -20.408 -11.576 5.906
C -21.178 -12.927 6.213
S -21.475 -13.062 7.988
O -20.679 -14.137 8.621
O -22.972 -13.035 8.188
C -20.631 -11.360 8.434
H -21.379 -9.952 7.033
H -19.682 -9.821 7.158
H -19.388 -11.938 6.033
H -20.478 -11.245 4.870
H -20.689 -13.812 5.806
H -22.133 -12.984 5.689
H -19.711 -11.570 8.980
H -21.139 -10.802 9.221
C -15.482 -17.965 6.852
C -14.820 -16.819 6.028
C -15.278 -15.443 6.549
S -15.907 -15.701 8.202
O -17.348 -15.478 8.221
O -15.059 -14.935 9.098
C -15.432 -17.573 8.307
H -14.852 -18.830 6.647
H -16.466 -18.326 6.554
H -14.777 -16.926 4.944
H -13.808 -17.108 6.310
H -16.055 -14.859 6.057
H -14.458 -14.785 6.838
H -15.910 -18.082 9.143
H -14.415 -17.454 8.680
C -18.255 -13.545 1.748
C -19.252 -14.694 1.347
C -19.762 -15.421 2.552
S -18.233 -15.515 3.760
O -17.482 -16.660 3.203
O -18.663 -15.282 5.134
C -17.492 -13.957 3.078
H -18.807 -12.606 1.748
H -17.515 -13.289 0.990
H -18.629 -15.331 0.720
H -20.089 -14.467 0.687
H -20.116 -16.451 2.600
H -20.399 -14.856 3.234
H -16.428 -13.824 3.274
H -17.925 -13.385 3.899
C -23.898 -13.891 14.002
C -24.118 -12.782 12.906
C -23.985 -13.351 11.534
S -22.325 -14.067 11.691
O -21.335 -12.965 11.732
O -22.223 -15.258 10.900
C -22.558 -14.531 13.469
H -24.742 -14.573 14.105
H -23.807 -13.410 14.976
H -23.326 -12.034 12.946
H -25.046 -12.247 13.110
H -24.151 -12.668 10.700
H -24.584 -14.234 11.316
H -21.651 -14.440 14.066
H -22.729 -15.606 13.415
C -25.969 -17.929 10.171
C -24.826 -17.474 9.162
C -25.466 -17.104 7.749
S -27.021 -16.237 8.362
O -28.140 -16.857 7.603
O -26.731 -14.798 8.410
C -27.077 -16.884 10.100
H -25.565 -18.269 11.125
H -26.353 -18.806 9.651
H -24.136 -18.288 8.940
H -24.264 -16.631 9.565
H -25.779 -18.080 7.377
H -24.962 -16.809 6.828
H -28.060 -17.263 10.379
H -26.748 -16.086 10.766
N -24.437 -20.819 10.072
C -25.309 -21.297 11.025
C -24.705 -21.450 12.236
C -23.357 -21.025 12.075
C -23.181 -20.759 10.695
H -24.702 -20.853 9.098
H -26.305 -21.676 10.848
H -25.193 -21.877 13.099
H -22.549 -21.003 12.792
H -22.371 -20.550 10.012
N -16.566 -23.153 7.411
C -17.238 -22.407 8.294
C -17.992 -21.531 7.520
C -18.061 -22.055 6.149
C -17.030 -22.955 6.161
H -15.810 -23.753 7.709
H -17.214 -22.568 9.362
H -18.638 -20.768 7.929
H -18.589 -21.669 5.290
H -16.416 -23.384 5.382
N -19.490 -19.484 13.926
C -19.775 -18.119 13.710
C -19.869 -18.089 12.347
C -19.511 -19.376 11.823
C -19.205 -20.246 12.867
H -19.559 -19.926 14.831
H -20.012 -17.494 14.558
H -20.372 -17.309 11.795
H -19.454 -19.660 10.782
H -18.882 -21.273 12.940
N -25.089 -13.062 3.238
C -24.645 -14.010 2.421
C -23.861 -14.823 3.257
C -23.876 -14.330 4.556
C -24.656 -13.204 4.526
H -25.855 -12.448 3.000
H -24.803 -14.050 1.354
H -23.258 -15.669 2.962
H -23.482 -14.852 5.416
H -24.921 -12.557 5.349
*
```

Summary:
**Electronic energy**: -196604.663 eV

This record from the OMol25 dataset describes a molecular structure, C36H60ClHfNO5PS. The level of theory is the ωB97M-V functional and the def2-TZVPD basis.

```
! wB97M-V def2-TZVPD RIJCOSX def2/J DEFGRID3
* xyz 3 1
Hf 0.303 0.562 -0.016
C 0.527 1.931 -3.921
C 1.782 2.306 -3.139
C 3.030 2.217 -4.035
C 2.065 1.466 -1.915
C 2.074 0.069 -1.940
C 2.544 -0.722 -0.870
C 2.761 -2.186 -1.237
C 2.785 -3.250 -0.150
C 4.069 -2.230 -2.050
C 2.882 -0.074 0.348
C 2.985 1.354 0.359
C 2.520 2.075 -0.740
C 3.764 2.113 1.420
C 5.238 2.130 0.969
C 3.313 3.566 1.617
C 3.305 -0.828 1.571
C 4.635 -1.225 1.661
C 5.108 -1.887 2.781
C 4.246 -2.154 3.834
C 2.919 -1.770 3.749
C 2.420 -1.109 2.623
P 0.640 -0.709 2.490
C 0.294 0.689 3.708
C -1.182 0.847 4.079
C 1.130 0.598 4.988
C 0.716 1.941 2.945
C -0.364 -2.244 2.942
C -1.818 -2.042 2.495
C -0.345 -2.543 4.449
C 0.196 -3.468 2.216
H 0.464 2.558 -4.810
H -0.385 2.077 -3.342
H 0.550 0.895 -4.262
H 1.688 3.341 -2.795
H 3.155 1.205 -4.424
H 3.939 2.495 -3.499
H 2.919 2.890 -4.884
H 1.768 -0.447 -2.844
H 1.945 -2.432 -1.921
H 3.727 -3.266 0.393
H 2.669 -4.223 -0.626
H 1.979 -3.133 0.565
H 4.922 -1.952 -1.429
H 4.047 -1.572 -2.919
H 4.233 -3.247 -2.403
H 2.573 3.155 -0.713
H 3.711 1.567 2.364
H 5.335 2.637 0.006
H 5.666 1.136 0.880
H 5.826 2.686 1.699
H 3.685 4.204 0.814
H 3.737 3.952 2.543
H 2.229 3.686 1.674
H 5.305 -1.040 0.830
H 6.143 -2.198 2.828
H 4.602 -2.666 4.717
H 2.270 -1.988 4.583
H -1.562 0.039 4.698
H -1.815 0.937 3.197
H -1.284 1.768 4.656
H 0.908 -0.297 5.567
H 0.894 1.458 5.618
H 2.200 0.619 4.784
H 0.055 2.142 2.083
H 1.750 1.874 2.628
H 0.629 2.830 3.576
H -2.324 -1.267 3.064
H -2.353 -2.976 2.675
H -1.894 -1.820 1.432
H -0.633 -1.704 5.075
H 0.616 -2.924 4.787
H -1.070 -3.340 4.627
H 0.097 -3.390 1.135
H -0.387 -4.335 2.533
H 1.236 -3.664 2.474
C -4.116 0.482 1.443
S -2.927 1.560 0.675
C -3.518 1.482 -1.004
O -1.602 0.725 0.712
H -3.885 0.413 2.503
H -4.094 -0.493 0.960
H -5.090 0.961 1.318
H -4.471 2.015 -1.005
H -3.653 0.449 -1.315
H -2.810 2.001 -1.646
C 0.221 5.831 -1.882
C -0.737 5.298 -0.805
C -0.533 6.030 0.534
C -2.200 5.385 -1.270
C -0.424 3.881 -0.579
N -0.177 2.772 -0.393
H -0.002 6.887 -2.037
H 0.085 5.316 -2.833
H 1.263 5.753 -1.569
H -0.766 7.082 0.379
H 0.500 5.959 0.876
H -1.198 5.646 1.308
H -2.439 6.435 -1.438
H -2.885 5.005 -0.510
H -2.357 4.852 -2.209
O -0.267 -1.528 -0.414
Cl -1.069 -1.357 -1.682
O -0.484 -2.062 -2.735
O -2.420 -1.636 -1.441
O -0.862 0.130 -1.867
*
```

Summary:
**Electronic energy**: -83959.200 eV
**Relative energy (zero: lowest compared OMol25 entry of this formula, charge and spin)**: 0.00 kJ/mol